Entry 1:
The following is a DFT calculation (ωB97M-V with the def2-TZVPD basis set) of 8 unconnected molecules or ions with the total composition C48H46N7O17 at a distorted geometry.

Properties
HOMO-LUMO gap, eV: 1.56
Net charge: -1
Highest occupied orbital energy, eV: -1.80
E, Ha: -3518.4155

Atoms and positions in Å:
C: -6.8082 6.3437 -0.2207
C: -7.0137 6.8258 -1.6528
O: -6.7504 8.2459 -1.6851
C: -8.4169 6.5198 -2.1207
C: -8.6610 5.0354 -2.3365
C: -7.7606 4.5290 -3.4599
C: -6.5145 3.8280 -2.9943
O: -6.4313 2.9137 -2.1420
O: -5.3523 4.2618 -3.6152
H: -6.6729 7.1986 0.4313
H: -5.9229 5.7214 -0.1484
H: -7.6845 5.7753 0.0598
H: -6.2757 6.3476 -2.2916
H: -7.2108 8.5812 -2.4535
H: -8.6434 7.1387 -3.0190
H: -9.0896 6.8638 -1.3356
H: -9.6855 4.9226 -2.6886
H: -8.2992 3.7670 -4.0228
H: -7.4681 5.3041 -4.1858
H: -4.6670 3.9893 -3.0008
C: -2.7726 1.6054 -2.3903
C: -2.3141 2.5946 -1.5292
C: -0.9537 2.7916 -1.3567
C: -0.0758 1.9919 -2.0670
C: -0.5104 1.0023 -2.9291
C: -1.8709 0.8072 -3.0828
N: 1.3656 2.2008 -1.8969
O: 1.7239 3.0200 -1.0791
O: 2.1309 1.5128 -2.5450
H: -3.8381 1.4589 -2.5175
H: -3.0185 3.2096 -0.9861
H: -0.5867 3.5509 -0.6826
H: 0.1933 0.3849 -3.4646
H: -2.2272 0.0323 -3.7463
C: 4.2792 -2.9945 -1.3658
C: 3.4969 -4.1404 -1.4344
C: 2.3194 -4.1360 -2.1603
C: 1.9455 -2.9728 -2.8055
C: 2.7066 -1.8204 -2.7501
C: 3.8837 -1.8377 -2.0215
N: 0.6947 -2.9698 -3.5763
O: 0.0364 -3.9881 -3.5806
O: 0.3905 -1.9540 -4.1574
H: 5.1993 -3.0013 -0.7969
H: 3.8022 -5.0392 -0.9205
H: 1.7021 -5.0193 -2.2176
H: 2.3875 -0.9173 -3.2485
H: 4.4863 -0.9425 -1.9625
C: 4.1529 0.4171 2.9094
C: 3.4609 0.9044 1.8056
C: 2.3255 1.6820 1.9856
C: 1.9148 1.9656 3.2732
C: 2.5891 1.4944 4.3832
C: 3.7101 0.7044 4.1940
N: 0.7182 2.7999 3.4678
O: 0.1272 3.1746 2.4800
O: 0.3918 3.0563 4.6066
H: 5.0425 -0.1826 2.7806
H: 3.8027 0.6834 0.8036
H: 1.7787 2.0605 1.1349
H: 2.2429 1.7340 5.3766
H: 4.2534 0.3313 5.0488
C: -6.2288 2.5250 3.8534
C: -6.8165 2.7818 2.6232
C: -7.8364 3.7137 2.5168
C: -8.2490 4.3740 3.6584
C: -7.6804 4.1302 4.8951
C: -6.6623 3.1972 4.9887
N: -9.3248 5.3752 3.5664
O: -9.8386 5.5541 2.4908
O: -9.6408 5.9508 4.5913
H: -5.4265 1.8029 3.9277
H: -6.4793 2.2639 1.7366
H: -8.2857 3.9178 1.5533
H: -8.0244 4.6624 5.7681
H: -6.2036 2.9984 5.9473
C: 5.5416 -6.9201 1.4517
C: 4.9855 -6.1860 2.4907
C: 5.3542 -4.8653 2.6846
C: 6.2766 -4.3038 1.8229
C: 6.8459 -5.0158 0.7837
C: 6.4727 -6.3368 0.6022
N: 6.6591 -2.8981 2.0119
O: 6.1851 -2.3048 2.9569
O: 7.4360 -2.4100 1.2192
H: 5.2478 -7.9500 1.3025
H: 4.2610 -6.6410 3.1505
H: 4.9280 -4.2833 3.4872
H: 7.5685 -4.5505 0.1310
H: 6.9074 -6.9103 -0.2041
C: -2.4875 -6.7914 -6.8559
C: -1.4920 -6.1757 -6.1098
C: -0.6338 -6.9391 -5.3366
C: -0.7922 -8.3109 -5.3247
C: -1.7773 -8.9449 -6.0579
C: -2.6302 -8.1729 -6.8283
N: 0.1225 -9.1249 -4.5092
O: 0.9657 -8.5466 -3.8585
O: -0.0185 -10.3282 -4.5347
H: -3.1564 -6.1925 -7.4586
H: -1.3836 -5.1007 -6.1226
H: 0.1352 -6.4662 -4.7455
H: -1.8784 -10.0186 -6.0267
H: -3.4085 -8.6502 -7.4064
C: 10.2295 0.6322 3.4355
C: 9.0355 -0.0472 3.2337
C: 8.0678 -0.0574 4.2239
C: 8.3194 0.6190 5.4030
C: 9.5011 1.2981 5.6274
C: 10.4621 1.3011 4.6304
N: 7.2848 0.6175 6.4493
O: 6.2683 0.0030 6.2102
O: 7.5039 1.2259 7.4717
H: 10.9813 0.6421 2.6580
H: 8.8525 -0.5694 2.3049
H: 7.1384 -0.5863 4.0777
H: 9.6674 1.8160 6.5594
H: 11.3925 1.8285 4.7857

Forces on atoms 1 to 2 (eV/Å):
C 0.156 0.167 -0.306
C -0.004 0.349 0.355

---

Entry 2:
The following is a DFT calculation (ωB97M-V with the def2-TZVPD basis set) of a molecular structure, C48H47ClN3OP2SV at a distorted geometry.

Properties
HOMO-LUMO gap (spin up / spin down), eV: 6.65 / 6.62
Net charge: +1
Highest occupied orbital energy (spin up / spin down), eV: -9.05 / -9.12
Multiplicity: 4
E, Ha: -4581.6553

Atoms and positions in Å:
V: 12.1077 11.9274 12.5414
O: 11.5652 12.4354 16.5542
S: 12.2958 11.8792 15.4108
C: 12.3017 10.1018 15.7776
C: 12.5642 9.7491 17.0994
C: 12.5926 8.3964 17.4486
C: 12.4649 7.4342 16.4681
C: 12.1163 7.7705 15.1701
C: 12.0825 9.1288 14.7959
P: 11.6666 9.6493 13.0854
C: 12.1978 8.2871 11.9521
C: 11.5482 8.1651 10.7262
C: 12.0856 7.3802 9.6825
C: 13.1590 6.5478 9.9690
C: 13.7176 6.5476 11.2329
C: 13.2785 7.4439 12.1984
C: 9.8484 9.5155 13.2057
C: 9.1325 10.5041 13.8907
C: 7.7536 10.3642 14.0795
C: 7.1111 9.1938 13.6806
C: 7.8228 8.2100 13.0331
C: 9.1922 8.3592 12.7957
C: 13.9987 12.3524 15.6341
C: 14.3483 12.8676 16.8683
C: 15.7144 13.0681 17.1737
C: 16.6700 12.8429 16.2069
C: 16.2836 12.4505 14.9212
C: 14.9153 12.2396 14.5811
P: 14.5445 11.7445 12.8685
C: 15.5312 12.8788 11.8115
C: 16.9019 12.7123 11.5479
C: 17.5817 13.6678 10.8077
C: 16.9520 14.8275 10.3647
C: 15.6182 15.0446 10.7112
C: 14.9031 14.0376 11.3540
C: 15.4805 10.1742 12.7141
C: 15.8012 9.3405 13.8015
C: 16.5707 8.1894 13.6311
C: 17.0698 7.8611 12.3759
C: 16.7614 8.6579 11.2888
C: 15.9626 9.7898 11.4508
H: 12.7049 10.5506 17.8314
H: 12.7732 8.1069 18.4785
H: 12.6062 6.3842 16.7033
H: 11.8748 6.9998 14.4536
H: 10.6289 8.6949 10.4967
H: 11.5551 7.3401 8.7196
H: 13.5552 5.8439 9.2292
H: 14.5787 5.9012 11.4869
H: 13.7537 7.4434 13.1960
H: 9.6281 11.3449 14.3669
H: 7.2228 11.1343 14.6339
H: 6.0680 9.0300 13.8981
H: 7.3135 7.2842 12.7175
H: 9.7521 7.5485 12.3464
H: 13.5688 13.0909 17.6327
H: 15.9938 13.4376 18.1637
H: 17.7330 12.9579 16.4246
H: 17.0456 12.2369 14.1776
H: 17.4580 11.8531 11.9162
H: 18.6284 13.4512 10.5469
H: 17.5063 15.5599 9.7810
H: 15.1016 15.9718 10.4823
H: 13.8159 14.1527 11.4921
H: 15.4411 9.6049 14.8009
H: 16.8419 7.5590 14.4627
H: 17.7471 7.0031 12.2873
H: 17.1056 8.3646 10.2996
H: 15.7908 10.4365 10.6015
Cl: 13.9857 14.4386 6.0924
C: 13.2048 13.6938 7.4327
C: 13.7638 12.5222 7.9807
C: 13.1819 11.9834 9.1111
C: 11.9620 12.5425 9.6546
C: 11.2531 11.8319 10.6874
C: 11.4322 13.7098 9.0326
C: 12.0473 14.2993 7.9479
H: 14.6417 12.0979 7.4894
H: 13.5768 11.0900 9.5911
H: 11.2532 10.7358 10.5353
H: 10.2615 12.2205 10.9277
H: 10.5230 14.1483 9.4254
H: 11.6760 15.1931 7.4272
C: 13.0545 15.3126 14.1834
N: 12.0547 15.7057 13.2085
C: 12.2321 16.8981 12.3966
C: 10.9319 14.9304 13.0277
N: 10.9913 13.6053 13.0533
N: 9.7180 15.5651 12.9418
C: 9.5538 16.8709 13.5795
C: 8.5392 14.9167 12.3647
H: 13.5187 16.1799 14.6620
H: 13.8728 14.6966 13.7615
H: 12.5576 14.7152 14.9624
H: 13.2693 17.0054 12.0395
H: 11.9579 17.8120 12.9230
H: 11.6165 16.8141 11.4958
H: 10.0556 13.2397 13.1271
H: 10.4813 17.1850 14.0642
H: 8.8263 16.8313 14.4316
H: 9.1552 17.6060 12.8700
H: 7.9914 14.3266 13.1444
H: 8.8080 14.2907 11.4765
H: 7.8903 15.6991 11.9589

Forces on atoms 1 to 2 (eV/Å):
V 0.387 0.712 1.590
O -0.624 0.815 0.340

---

Entry 3:
The following is a DFT calculation (ωB97M-V with the def2-TZVPD basis set) of a molecular structure, C48H47GeN5O2RhS4 at a distorted geometry.

Properties
Energy above the lowest of the compared OMol25 structures with the same formula, charge and spin, kcal/mol: 0.00
HOMO-LUMO gap (spin up / spin down), eV: 3.70 / 4.27
Highest occupied orbital energy (spin up / spin down), eV: -6.68 / -7.21
Multiplicity: 2
E, Ha: -6061.6227

Atoms and positions in Å:
Rh: -0.0241 1.8886 0.5694
C: -1.0139 4.3244 3.0487
C: -1.6734 3.1483 3.6952
C: -2.8089 3.3004 4.4741
C: -3.3724 2.2149 5.1207
C: -2.8159 0.9562 4.9771
C: -1.6879 0.7601 4.1970
C: -1.1104 -0.6080 4.0255
C: -1.1051 1.8690 3.5554
N: 0.0292 1.7317 2.7567
C: 1.2462 1.4957 3.2558
C: 1.5174 1.4831 4.7351
C: 2.3098 1.3627 2.3472
C: 3.7331 1.2328 2.7979
N: 2.0354 1.3841 1.0437
C: 2.9698 1.4705 0.0292
C: 3.3480 0.3204 -0.6992
C: 2.8380 -1.0328 -0.3230
C: 4.2231 0.4637 -1.7614
C: 4.7180 1.7035 -2.1220
C: 4.3579 2.8275 -1.3985
C: 3.4918 2.7333 -0.3233
C: 3.1428 3.9669 0.4573
H: -1.5793 5.2356 3.2172
H: -0.9175 4.1757 1.9684
H: -0.0102 4.4674 3.4511
H: -3.2458 4.2819 4.5906
H: -4.2428 2.3488 5.7430
H: -3.2582 0.1091 5.4823
H: -1.5931 -1.3200 4.6897
H: -0.0416 -0.6167 4.2213
H: -1.2559 -0.9439 2.9977
H: 0.5977 1.6111 5.3001
H: 2.1992 2.2937 4.9981
H: 1.9887 0.5479 5.0387
H: 3.8469 0.4222 3.5126
H: 4.0635 2.1505 3.2823
H: 4.3746 1.0431 1.9406
H: 3.3753 -1.4279 0.5398
H: 2.9632 -1.7313 -1.1468
H: 1.7805 -0.9856 -0.0629
H: 4.5146 -0.4140 -2.3182
H: 5.3853 1.7942 -2.9649
H: 4.7523 3.7973 -1.6652
H: 3.0094 4.8151 -0.2132
H: 3.9550 4.2163 1.1400
H: 2.2367 3.8406 1.0522
S: -3.3832 0.0284 -5.7369
C: -2.0587 0.4159 -4.8370
S: -2.1294 0.3654 -3.0805
C: -0.3962 0.7875 -3.0534
N: 0.0823 0.9621 -4.2337
N: -0.8026 0.7607 -5.2260
C: -0.3007 0.8822 -6.5418
C: 1.0842 0.9318 -6.7117
C: 1.6194 1.0428 -7.9803
C: 0.7931 1.0956 -9.0916
C: -0.5791 1.0712 -8.9195
C: -1.1290 0.9748 -7.6543
S: 0.5546 0.7767 -1.6597
H: 1.7263 0.8889 -5.8468
H: 2.6909 1.0937 -8.1037
H: 1.2138 1.1637 -10.0832
H: -1.2396 1.1391 -9.7709
H: -2.1985 0.9736 -7.5428
C: -2.9930 2.1897 -0.0550
C: -1.9124 1.3167 0.5076
O: -2.0606 0.2027 0.9401
H: -3.8453 1.5647 -0.3224
H: -2.6492 2.7581 -0.9172
H: -3.2841 2.9060 0.7145
O: -0.0631 6.0714 0.0157
S: 0.3421 4.9323 -0.8109
N: -0.2084 3.6165 -0.2931
C: -4.7229 -3.6861 2.9262
C: -3.4499 -3.9922 3.3742
C: -2.3424 -3.6057 2.6413
C: -2.4937 -2.9350 1.4343
C: -3.7770 -2.6437 0.9856
C: -4.8845 -3.0127 1.7269
Ge: -0.8946 -2.2505 0.4178
C: -1.0713 -3.0439 -1.4395
C: -0.3153 -2.5407 -2.4913
C: -0.5512 -2.9370 -3.7947
C: -1.5439 -3.8614 -4.0631
C: -2.2953 -4.3765 -3.0214
C: -2.0720 -3.9656 -1.7189
C: 0.6868 -3.1238 1.3808
C: 1.0178 -4.4570 1.1877
C: 2.0815 -5.0225 1.8721
C: 2.8320 -4.2612 2.7517
C: 2.5055 -2.9314 2.9571
C: 1.4460 -2.3709 2.2664
H: -5.5854 -3.9668 3.5128
H: -3.3210 -4.5299 4.3018
H: -1.3465 -3.8132 3.0139
H: -3.9016 -2.1018 0.0548
H: -5.8779 -2.7744 1.3752
H: 0.4586 -1.8120 -2.2842
H: 0.0296 -2.5155 -4.6016
H: -1.7337 -4.1658 -5.0811
H: -3.0771 -5.0928 -3.2230
H: -2.6833 -4.3639 -0.9182
H: 0.4468 -5.0579 0.4922
H: 2.3288 -6.0616 1.7055
H: 3.6749 -4.6972 3.2680
H: 3.0871 -2.3252 3.6395
H: 1.2240 -1.3195 2.3959

Forces on atoms 1 to 2 (eV/Å):
Rh 0.341 -2.786 0.467
C -0.036 -0.040 -0.217

---

> The highest E belongs to which entry?

C48H46N7O17

---

> E of number 1 (C48H46N7O17)?

-3518.4155 Ha